1 | Formula: C2H2O2S
Source: OMol25
Level of theory: wB97M-V/def2-TZVPD

XYZ file:
```
7
Properties=species:S:1:pos:R:3:mulliken_charge:R:1
C 0.092 -0.095 -0.363 0.716
C 0.046 -0.096 1.113 -0.193
H -0.733 0.510 -1.804 0.329
H -0.452 0.833 1.399 0.317
O -0.699 0.820 -0.883 -0.459
O 0.575 -0.904 -1.121 -0.547
S 1.170 -1.067 1.659 -0.163
```

SMILES string: O=C(O)C=S
Spin multiplicity: 1
HOMO energy in eV: -9.43

---

2 | Formula: C2H2O2S
Source: OMol25
Level of theory: wB97M-V/def2-TZVPD

XYZ file:
```
7
Properties=species:S:1:pos:R:3:mulliken_charge:R:1
C 0.510 0.517 0.059 0.639
C -0.980 0.296 0.099 -0.183
H 1.030 -2.005 0.358 0.166
H -1.698 1.000 0.112 0.474
O 0.977 1.579 -0.218 -0.456
O -1.482 -0.739 -0.283 -0.401
S 1.643 -0.650 -0.126 -0.239
```

SMILES string: O=CC(=O)S
Spin multiplicity: 1
HOMO energy in eV: -10.26

---

Least stable of them? 2.

---

1 | Formula: CH6NO
Source: OMol25
Level of theory: wB97M-V/def2-TZVPD

XYZ file:
```
9
Properties=species:S:1:pos:R:3:mulliken_charge:R:1
N -0.171 0.144 -1.659 -0.455
H -0.297 -0.808 -2.009 0.400
H -1.045 0.639 -1.852 0.401
H 0.630 0.535 -2.170 0.382
H -0.102 0.103 -0.596 0.321
O 0.321 0.305 0.968 -0.512
C 0.238 -0.152 2.080 -0.021
H 0.970 0.099 2.860 0.259
H -0.543 -0.867 2.378 0.226
```

Total charge: +1
Spin multiplicity: 1
HOMO energy in eV: -15.22

---

2 | Formula: CH6NO
Source: OMol25
Level of theory: wB97M-V/def2-TZVPD

XYZ file:
```
9
Properties=species:S:1:pos:R:3:mulliken_charge:R:1
O -1.452 -1.321 0.444 -0.684
H -0.462 0.115 -0.409 0.265
H -2.384 -1.076 0.549 0.345
H -1.433 -2.013 1.125 0.327
C 1.332 1.004 0.026 -0.043
N 0.476 0.418 -0.694 -0.058
H 1.070 1.271 1.043 0.267
H 2.255 1.321 -0.388 0.283
H 0.598 0.280 -1.696 0.299
```

Total charge: +1
Spin multiplicity: 1
HOMO energy in eV: -16.39

---

Least stable of them? 2.

---

1 | Formula: C42H31N7SSbSeY
Source: OMol25
Level of theory: wB97M-V/def2-TZVPD

XYZ file:
```
84
Properties=species:S:1:pos:R:3:mulliken_charge:R:1
Y 0.047 -0.125 0.315 1.055
C -4.339 0.286 -0.074 -1.038
C -4.931 0.265 1.191 -0.322
C -4.154 0.033 2.301 -0.684
C -2.772 -0.164 2.158 0.217
N -2.208 -0.125 0.940 -0.017
C -2.987 0.083 -0.144 0.001
N -2.070 -0.422 3.308 -0.470
C -0.801 -0.435 3.464 -0.392
N 0.250 -0.195 2.559 0.621
C 1.438 -0.206 3.290 -0.659
N 2.655 0.015 2.937 -0.055
C 3.124 0.243 1.671 -0.409
C 4.491 0.548 1.556 -0.719
C 5.048 0.754 0.317 -0.686
C 4.248 0.655 -0.826 -1.041
C 2.923 0.363 -0.646 -0.293
N 2.358 0.165 0.567 1.256
C 1.134 -0.507 4.700 0.229
C 1.968 -0.621 5.798 -0.078
C 1.372 -0.943 7.011 -0.808
C -0.008 -1.134 7.109 -0.776
C -0.836 -0.999 6.002 -0.137
C -0.228 -0.684 4.800 0.131
H -4.919 0.444 -0.971 0.442
H -5.997 0.416 1.296 0.439
H -4.570 -0.010 3.296 0.520
H -2.491 0.061 -1.115 0.483
H 5.069 0.612 2.466 0.659
H 6.101 0.987 0.227 0.464
H 4.647 0.795 -1.820 0.554
H 2.262 0.284 -1.508 0.364
H 3.034 -0.460 5.709 0.635
H 1.981 -1.043 7.899 0.477
H -0.438 -1.382 8.070 0.447
H -1.907 -1.128 6.070 0.577
Se -0.828 2.769 -2.009 0.295
N -0.121 2.162 -0.461 -0.303
C 0.411 3.210 0.169 0.935
C 1.026 3.193 1.455 -0.103
C 1.517 4.358 1.948 -0.773
C 1.438 5.597 1.226 -0.651
C 0.846 5.664 0.013 -0.688
C 0.306 4.463 -0.548 0.337
N -0.298 4.413 -1.718 -0.705
H 1.073 2.280 2.036 0.696
H 1.978 4.364 2.927 0.487
H 1.854 6.487 1.677 0.419
H 0.761 6.585 -0.547 0.483
S -0.114 -2.404 -1.061 -0.640
Sb 1.848 -3.585 -0.656 1.845
C 1.424 -5.607 -0.881 0.736
C 0.578 -6.018 -1.908 -0.762
C 0.334 -7.371 -2.078 -0.630
C 0.929 -8.296 -1.228 -0.481
C 1.766 -7.879 -0.205 -0.706
C 2.021 -6.526 -0.024 -0.274
C 3.298 -2.947 -2.019 0.792
C 4.594 -3.450 -1.924 -0.461
C 5.553 -3.043 -2.840 -0.814
C 5.213 -2.153 -3.851 -0.508
C 3.914 -1.674 -3.958 -0.672
C 2.952 -2.069 -3.040 -0.690
C 2.522 -3.353 1.305 0.693
C 3.854 -3.057 1.581 -0.673
C 4.294 -3.060 2.897 -0.840
C 3.409 -3.351 3.925 -0.551
C 2.074 -3.620 3.651 -0.661
C 1.625 -3.625 2.339 -0.835
H 0.103 -5.299 -2.565 0.382
H -0.321 -7.706 -2.871 0.408
H 0.734 -9.351 -1.366 0.407
H 2.221 -8.605 0.455 0.414
H 2.667 -6.200 0.782 0.380
H 4.861 -4.171 -1.161 0.504
H 6.560 -3.431 -2.774 0.451
H 5.962 -1.846 -4.570 0.438
H 3.650 -1.004 -4.765 0.421
H 1.933 -1.708 -3.128 0.494
H 4.546 -2.819 0.784 0.537
H 5.329 -2.839 3.120 0.425
H 3.759 -3.365 4.948 0.471
H 1.386 -3.833 4.458 0.458
H 0.587 -3.858 2.126 0.529
```

Total charge: +2
Spin multiplicity: 1
HOMO energy in eV: -13.23

---

2 | Formula: C42H31N7SSbSeY
Source: OMol25
Level of theory: wB97M-V/def2-TZVPD

XYZ file:
```
84
Properties=species:S:1:pos:R:3:mulliken_charge:R:1
Y -1.148 1.037 -0.639 0.438
C -5.541 1.506 -1.557 -1.109
C -6.215 1.514 -0.333 -0.323
C -5.500 1.409 0.837 -0.810
C -4.104 1.307 0.797 0.168
N -3.459 1.335 -0.383 0.258
C -4.173 1.424 -1.526 -0.201
N -3.488 1.115 2.029 -0.455
C -2.244 1.010 2.308 0.128
N -1.103 1.138 1.489 0.263
C 0.039 0.884 2.263 -0.424
N 1.282 0.911 1.937 -0.008
C 1.837 1.192 0.699 -0.276
C 3.185 1.578 0.717 -0.980
C 3.824 1.885 -0.460 -0.775
C 3.129 1.797 -1.670 -1.050
C 1.817 1.407 -1.627 -0.548
N 1.175 1.102 -0.471 1.847
C -0.400 0.594 3.638 0.389
C 0.344 0.306 4.769 0.120
C -0.362 0.088 5.945 -0.876
C -1.758 0.160 5.976 -0.755
C -2.492 0.459 4.835 -0.082
C -1.777 0.676 3.670 -0.265
H -6.065 1.563 -2.499 0.451
H -7.294 1.585 -0.304 0.432
H -5.980 1.383 1.804 0.549
H -3.613 1.401 -2.459 0.542
H 3.684 1.620 1.674 0.653
H 4.861 2.193 -0.447 0.486
H 3.596 2.023 -2.617 0.576
H 1.245 1.307 -2.547 0.360
H 1.423 0.260 4.733 0.613
H 0.172 -0.137 6.858 0.487
H -2.272 -0.016 6.910 0.435
H -3.570 0.526 4.851 0.584
Se -1.953 4.052 -2.772 0.299
N -1.068 3.359 -1.354 -0.169
C -0.671 4.388 -0.607 0.800
C 0.068 4.311 0.617 -0.235
C 0.391 5.462 1.250 -0.887
C 0.022 6.760 0.746 -0.646
C -0.675 6.885 -0.401 -0.688
C -1.041 5.692 -1.115 0.351
N -1.723 5.713 -2.240 -0.694
H 0.351 3.356 1.036 0.879
H 0.949 5.416 2.176 0.486
H 0.310 7.638 1.306 0.414
H -0.970 7.843 -0.805 0.481
S -1.521 -1.467 -1.411 -0.623
Sb 0.551 -2.487 -1.342 2.107
C 0.184 -4.510 -1.640 0.806
C -1.111 -4.983 -1.803 -0.493
C -1.316 -6.344 -1.986 -0.659
C -0.235 -7.212 -2.006 -0.488
C 1.059 -6.732 -1.843 -0.750
C 1.275 -5.376 -1.658 -0.447
C 1.704 -1.787 -2.928 0.870
C 3.094 -1.701 -2.906 -0.457
C 3.775 -1.289 -4.043 -0.772
C 3.074 -0.963 -5.195 -0.514
C 1.690 -1.057 -5.221 -0.733
C 1.001 -1.471 -4.090 -0.771
C 1.377 -2.288 0.556 1.120
C 2.725 -2.050 0.813 -0.682
C 3.178 -2.045 2.125 -0.794
C 2.295 -2.276 3.169 -0.637
C 0.952 -2.508 2.913 -0.504
C 0.487 -2.515 1.606 -1.050
H -1.957 -4.306 -1.789 0.355
H -2.319 -6.727 -2.113 0.414
H -0.399 -8.271 -2.149 0.409
H 1.896 -7.416 -1.861 0.408
H 2.289 -5.013 -1.529 0.351
H 3.663 -1.958 -2.024 0.360
H 4.855 -1.234 -4.031 0.475
H 3.610 -0.649 -6.081 0.434
H 1.147 -0.821 -6.126 0.442
H -0.081 -1.548 -4.122 0.453
H 3.432 -1.867 0.016 0.216
H 4.225 -1.871 2.331 0.463
H 2.657 -2.280 4.189 0.502
H 0.265 -2.690 3.729 0.471
H -0.563 -2.705 1.413 0.483
```

Total charge: +2
Spin multiplicity: 1
HOMO energy in eV: -13.35

---

Least stable of them? 2.

---

1 | Formula: C3H5FN2
Source: OMol25
Level of theory: wB97M-V/def2-TZVPD

XYZ file:
```
11
Properties=species:S:1:pos:R:3:mulliken_charge:R:1
C 2.128 0.006 0.564 0.578
C -2.304 0.248 -0.909 -0.181
C 1.323 -0.751 -0.116 -0.917
N 2.631 1.052 1.020 -0.459
N -2.698 -0.352 0.109 -0.236
F -2.727 0.351 1.352 -0.172
H -2.250 -0.363 -1.778 0.318
H -1.999 1.364 -1.036 0.270
H 3.497 1.147 1.421 0.266
H 0.735 -1.386 0.481 0.298
H 1.664 -1.316 -1.109 0.236
```

SMILES string: C=C=N.C=NF
Spin multiplicity: 1
HOMO energy in eV: -9.23

---

2 | Formula: C3H5FN2
Source: OMol25
Level of theory: wB97M-V/def2-TZVPD

XYZ file:
```
11
Properties=species:S:1:pos:R:3:mulliken_charge:R:1
C -1.656 -0.329 -0.431 0.378
C 0.825 -0.620 0.866 -0.884
C -0.763 0.725 -0.808 -0.346
N -2.316 -1.146 0.033 -0.377
N 0.780 -0.132 -0.514 -0.150
F 1.765 0.897 -0.541 -0.227
H 1.909 -0.514 1.034 0.379
H 0.422 0.118 1.572 0.296
H 0.521 -1.602 0.738 0.395
H -0.709 0.905 -1.806 0.294
H -0.778 1.699 -0.144 0.242
```

SMILES string: CN(F)CC#N
Spin multiplicity: 1
HOMO energy in eV: -10.18

---

3 | Formula: C3H5FN2
Source: OMol25
Level of theory: wB97M-V/def2-TZVPD

XYZ file:
```
11
Properties=species:S:1:pos:R:3:mulliken_charge:R:1
C 1.094 -2.623 -0.194 -0.370
C -0.588 2.120 0.380 -0.625
C -1.663 1.639 -0.203 0.091
N 1.741 -1.613 0.159 0.496
N 2.328 -0.700 0.478 -0.590
F -1.572 0.763 -1.219 -0.237
H 0.632 -2.642 -1.162 0.234
H 0.982 -3.447 0.483 0.236
H -0.657 2.829 1.182 0.239
H 0.395 1.817 0.059 0.218
H -2.693 1.857 0.037 0.307
```

Spin multiplicity: 1
HOMO energy in eV: -8.65

---

4 | Formula: C3H5FN2
Source: OMol25
Level of theory: wB97M-V/def2-TZVPD

XYZ file:
```
11
Properties=species:S:1:pos:R:3:mulliken_charge:R:1
C 0.025 -0.729 0.160 -0.176
C 1.368 -0.220 0.040 0.326
C 1.595 1.162 -0.073 -0.466
H -2.709 0.410 0.226 0.267
H -2.276 -1.244 0.234 0.258
H -0.282 -1.801 0.394 0.305
H 2.571 1.773 -0.612 0.247
H 0.652 1.741 0.553 0.194
N -2.288 -0.232 -0.367 -0.534
N -0.931 0.204 -0.246 -0.170
F 2.274 -1.065 -0.309 -0.251
```

SMILES string: C=C(F)/C=N/N
Spin multiplicity: 1
HOMO energy in eV: -8.56

---

Least stable of them? 1.

---

1 | Formula: C3H8O3
Source: OMol25
Level of theory: wB97M-V/def2-TZVPD

XYZ file:
```
14
Properties=species:S:1:pos:R:3:mulliken_charge:R:1
C -1.740 0.902 -0.114 -0.776
C 0.488 0.427 0.747 0.070
C 1.124 1.360 0.039 -0.733
O -0.882 0.015 0.604 -0.422
H 0.935 -0.133 1.561 0.412
H -1.661 1.925 0.267 0.346
H -2.771 0.570 0.033 0.231
H -1.499 0.878 -1.181 0.324
H 2.177 1.541 0.232 0.252
H 0.659 1.937 -0.750 0.255
O 0.508 -1.912 -0.870 -0.392
O 1.378 -2.595 0.070 -0.334
H 1.496 -3.432 -0.413 0.316
H -0.212 -1.483 -0.224 0.452
```

SMILES string: C=COC.OO
Spin multiplicity: 1
HOMO energy in eV: -9.37

---

2 | Formula: C3H8O3
Source: OMol25
Level of theory: wB97M-V/def2-TZVPD

XYZ file:
```
14
Properties=species:S:1:pos:R:3:mulliken_charge:R:1
O -0.590 -0.444 -1.213 -0.576
C -0.490 -1.009 -0.156 0.583
O -1.534 -1.676 0.382 -0.460
C 0.713 -1.041 0.739 -0.315
C 1.303 0.386 0.819 -1.023
H -2.267 -1.610 -0.243 0.339
H 1.457 -1.770 0.426 0.290
H 0.396 -1.394 1.723 0.259
H 2.300 0.373 1.243 0.351
H 0.703 1.021 1.470 0.310
H 1.426 0.713 -0.213 0.241
H -0.467 1.812 -1.525 0.311
H -1.826 2.140 -2.007 0.315
O -1.127 2.498 -1.444 -0.626
```

SMILES string: CCC(=O)O.O
Spin multiplicity: 1
HOMO energy in eV: -10.97

---

Least stable of them? 1.